{
  "formula": "C24H56BeN8O8",
  "method": "the ωB97M-V functional and the def2-TZVPD basis",
  "elements": ["H", "C", "C", "C", "H", "H", "H", "H", "C", "C", "H", "C", "H", "H", "H", "C", "O", "H", "H", "C", "O", "C", "C", "H", "C", "O", "H", "H", "H", "H", "H", "O", "H", "H", "C", "H", "C", "H", "N", "H", "C", "H", "C", "C", "H", "H", "C", "N", "H", "H", "H", "H", "H", "N", "H", "H", "N", "O", "C", "H", "C", "H", "H", "H", "H", "C", "H", "H", "C", "N", "H", "H", "H", "H", "N", "H", "N", "H", "H", "O", "O", "O", "H", "H", "N", "C", "Be", "C", "H", "H", "H", "H", "H", "H", "H", "H", "C"],
  "coordinates": [[11.837, 8.929, -16.854], [7.495, 3.884, -9.384], [-0.514, 9.518, -20.157], [1.105, 7.973, -19.578], [5.734, 2.370, -20.844], [8.545, 3.602, -9.316], [4.929, 1.806, -22.107], [9.205, 4.454, -11.909], [9.750, 0.607, -16.489], [6.614, 4.723, -21.723], [2.291, 10.210, -18.280], [6.674, 5.352, -11.164], [10.755, 3.294, -18.426], [-1.816, 5.596, -12.475], [10.279, 12.193, -18.068], [10.118, 11.841, -17.048], [6.319, 10.251, -20.113], [6.435, 13.126, -22.678], [2.979, 3.214, -13.997], [-0.968, 5.725, -14.840], [1.520, 7.044, -14.651], [5.599, 3.922, -23.904], [1.237, 10.252, -18.557], [6.093, 3.067, -24.367], [10.960, 0.813, -18.565], [2.211, 7.635, -19.113], [11.605, 0.025, -18.176], [1.788, 2.285, -13.162], [3.027, 1.209, -16.769], [13.006, 11.899, -16.281], [11.615, 1.463, -19.145], [6.686, 4.832, -20.464], [-0.874, 8.650, -20.710], [9.457, -0.401, -16.783], [8.653, 10.966, -21.532], [7.208, 5.372, -22.384], [5.128, 2.777, -21.654], [9.005, 1.089, -15.857], [7.399, 11.763, -21.404], [10.307, 12.662, -16.356], [0.698, 7.158, -13.750], [1.033, 0.278, -14.180], [-1.473, 6.609, -12.685], [10.943, 9.550, -16.687], [7.206, 4.730, -8.761], [8.113, 13.107, -22.874], [8.437, 3.724, -11.652], [0.668, 9.198, -19.434], [1.846, -0.652, -15.307], [-1.303, 9.835, -19.475], [8.713, 10.629, -22.567], [-0.214, 5.681, -15.626], [13.434, 10.734, -17.425], [11.207, 10.861, -16.924], [7.514, 13.895, -21.429], [9.574, 11.515, -21.333], [7.530, 4.426, -10.760], [9.561, 3.439, -16.753], [2.762, 2.205, -13.645], [3.474, 1.873, -12.890], [7.353, 13.048, -22.095], [8.738, 10.120, -20.850], [-0.292, 10.352, -20.823], [-1.009, 7.093, -11.826], [0.652, 10.310, -17.640], [2.047, 0.089, -14.533], [5.447, 11.917, -20.808], [4.517, 3.824, -23.982], [3.258, 1.872, -15.921], [5.848, 3.792, -22.416], [-1.363, 4.711, -14.782], [0.947, 7.728, -12.842], [4.207, 3.126, -21.187], [2.624, -0.555, -13.870], [10.292, 1.497, -17.520], [8.962, 2.902, -11.164], [2.671, 1.378, -14.824], [6.095, 5.847, -10.369], [1.087, 11.198, -19.078], [6.615, 5.596, -12.388], [9.839, 9.131, -16.355], [3.843, 3.001, -16.043], [10.263, 0.461, -19.325], [9.142, 11.425, -16.799], [-0.482, 6.519, -13.776], [6.349, 11.303, -20.661], [5.858, 6.955, -16.584], [10.218, 2.822, -17.589], [0.537, 7.341, -20.278], [8.052, 3.305, -12.581], [10.633, 0.545, -15.853], [6.835, 3.022, -9.276], [6.156, 4.783, -24.274], [12.568, 12.180, -17.944], [-1.750, 6.381, -15.222], [-2.379, 7.182, -12.879], [12.617, 11.411, -17.174]],
  "mulliken_charge": [0.31, -0.90, -0.91, 0.19, 0.32, 0.34, 0.36, 0.32, -0.90, 0.09, 0.28, 0.19, 0.27, 0.30, 0.28, -0.84, -0.56, 0.38, 0.30, -1.03, -0.59, -0.83, -0.84, 0.33, -0.98, -0.60, 0.36, 0.37, 0.33, 0.33, 0.34, -0.59, 0.29, 0.34, -0.98, 0.30, -0.94, 0.28, 0.17, 0.33, 0.16, 0.33, -0.80, 0.17, 0.37, 0.36, -0.95, 0.17, 0.32, 0.34, 0.38, 0.30, 0.32, 0.10, 0.30, 0.35, 0.13, -0.60, -1.06, 0.31, -1.00, 0.30, 0.33, 0.26, 0.33, -0.86, 0.31, 0.32, 0.13, 0.18, 0.32, 0.31, 0.33, 0.33, 0.13, 0.36, 0.19, 0.31, 0.33, -0.61, -0.61, -0.64, 0.32, 0.28, 0.14, 0.05, 0.92, 0.24, 0.29, 0.35, 0.39, 0.27, 0.30, 0.28, 0.41, 0.32, -0.80],
  "e_lumo_ev": -10.679,
  "de_lowest_kcal_mol": 281.2,
  "e_homo_ha": -0.4629,
  "energy_ev": -54473.238,
  "total_charge": 2,
  "largest_force_ev_per_a": 3.94
}

{
  "formula": "C24H56Cl4N6O6P2",
  "method": "the ωB97M-V functional and the def2-TZVPD basis",
  "elements": ["H", "H", "H", "C", "O", "C", "H", "H", "H", "O", "Cl", "O", "H", "C", "H", "H", "H", "N", "H", "H", "H", "H", "H", "H", "H", "H", "H", "Cl", "C", "H", "C", "C", "N", "H", "Cl", "H", "P", "H", "H", "O", "Cl", "H", "H", "C", "H", "H", "C", "H", "H", "H", "C", "H", "H", "C", "C", "H", "C", "C", "N", "C", "C", "C", "H", "N", "H", "O", "C", "H", "H", "H", "N", "H", "O", "H", "C", "C", "H", "H", "C", "H", "H", "H", "H", "H", "H", "C", "C", "H", "H", "H", "H", "H", "N", "C", "H", "P", "H", "C"],
  "coordinates": [[1.956, -6.039, 2.259], [-3.254, -4.606, -0.613], [1.875, -2.133, -1.966], [3.063, 1.937, -1.471], [-6.871, -2.321, 1.611], [-4.314, -0.837, 3.160], [1.182, -6.164, 3.883], [0.826, -0.564, 2.031], [-2.128, 5.002, 0.966], [-0.268, -1.652, -0.047], [2.829, -1.670, -4.138], [-0.178, -3.673, 2.839], [-6.524, -4.295, 3.549], [2.360, 5.162, -2.561], [-3.754, -0.613, -0.180], [3.234, 0.920, -1.118], [-5.539, -4.483, -1.723], [3.972, 2.915, -0.874], [-2.749, -4.304, 2.150], [2.593, -3.751, 2.701], [1.751, -3.437, -2.950], [7.880, 2.268, -2.376], [-0.496, -1.748, -2.507], [-5.019, -0.070, 3.482], [-3.137, 6.682, -0.816], [-6.853, -3.545, -0.846], [-0.679, -5.760, 2.356], [0.114, 5.300, 0.123], [0.245, -1.752, -3.306], [8.005, 3.993, -2.508], [-3.368, -4.009, 2.997], [1.880, -4.147, 3.424], [5.985, 3.201, -2.703], [-5.099, -5.505, 3.901], [-2.759, 4.578, -1.913], [-5.963, -5.529, 2.416], [4.795, 4.062, -1.833], [2.328, -4.172, 4.418], [4.700, 1.963, -3.849], [0.669, -2.099, 4.191], [-0.410, -2.627, -4.690], [-3.290, -4.703, 3.834], [0.278, -0.722, -3.660], [5.723, 1.995, -3.476], [3.048, 1.889, -2.560], [4.908, 5.892, -4.109], [7.335, 3.194, -2.192], [-1.628, 6.708, 0.979], [-0.154, 2.597, -0.179], [-4.339, -1.585, 3.952], [-5.927, -4.114, -0.773], [4.642, 4.349, -4.815], [-1.718, 2.097, 0.588], [-5.652, -4.860, 3.218], [0.052, 1.550, 1.588], [5.571, 2.370, 0.393], [4.129, 5.149, -4.280], [-2.297, 5.999, -0.944], [3.644, 4.565, -3.016], [1.365, -5.526, 3.018], [0.084, -4.982, 2.351], [-0.726, 1.783, 0.264], [5.842, 1.132, -2.822], [-4.482, -1.310, 1.783], [-5.230, -0.015, 0.312], [-0.695, 0.503, -0.492], [-0.079, -0.004, 1.795], [-0.866, -0.352, 2.465], [4.575, 3.741, 0.969], [-2.820, -3.278, 0.462], [-4.773, -3.882, 2.625], [-1.620, 6.545, -1.600], [5.377, 5.235, -1.153], [1.074, 1.924, 1.528], [1.612, -2.357, -3.000], [0.780, -3.159, 3.535], [0.167, -4.740, 1.292], [7.298, 3.234, -1.103], [-1.597, 5.777, 0.413], [-3.401, -2.963, -1.095], [-0.532, 2.031, 2.372], [1.568, 4.416, -2.495], [3.385, 5.762, -4.788], [6.415, 1.873, -4.310], [1.949, 5.895, -3.255], [-4.267, -0.305, 0.731], [-0.400, -0.492, 0.381], [2.091, 2.096, -1.004], [-3.070, -3.019, 3.343], [-6.199, -5.062, -0.308], [-3.735, 0.569, 1.106], [-3.259, -0.580, 3.256], [-5.001, -3.414, 0.161], [-3.569, -3.628, -0.248], [2.557, 5.518, -1.550], [-5.452, -2.688, 1.567], [3.866, 2.107, 1.000], [4.560, 2.767, 0.480]],
  "mulliken_charge": [0.31, 0.35, 0.07, -0.85, -0.86, -1.20, 0.29, 0.19, 0.26, -0.70, -0.20, -0.02, 0.30, -0.91, 0.25, 0.48, 0.37, 0.55, 0.03, 0.24, 0.42, 0.43, -0.27, 0.29, 0.36, 0.34, 0.37, -0.11, 0.20, 0.29, -0.57, -0.61, 0.30, 0.30, -0.16, 0.27, 0.05, 0.33, 0.35, -0.69, -0.23, 0.40, 0.29, -1.18, 0.40, 0.34, -1.12, 0.38, -0.18, 0.42, -1.08, 0.25, 0.17, -0.91, -0.42, 0.28, -0.94, -0.52, 0.28, -0.52, -0.47, 0.16, 0.42, 0.53, 0.34, -0.37, 0.13, -0.09, 0.29, -0.10, 0.23, 0.29, -0.83, 0.08, -0.23, 0.55, 0.29, 0.31, -0.48, 0.49, 0.39, 0.20, 0.35, 0.40, 0.36, -1.12, 0.48, -0.11, 0.21, 0.30, 0.44, 0.30, 0.37, -0.95, 0.27, 0.26, 0.39, -1.06],
  "e_lumo_ev": 0.296,
  "e_homo_ha": -0.2863,
  "energy_ev": -115689.106,
  "total_charge": 0,
  "largest_force_ev_per_a": 3.66
}